# 1
{"formula": "C32H83N5O11", "method": "ωB97M-V with the def2-TZVPD basis set", "symbols": ["C", "O", "C", "C", "C", "N", "H", "H", "H", "H", "H", "H", "H", "H", "H", "H", "H", "C", "O", "C", "C", "N", "C", "C", "O", "C", "H", "H", "H", "H", "H", "H", "H", "H", "H", "H", "H", "H", "H", "H", "H", "C", "O", "C", "C", "N", "C", "C", "O", "C", "H", "H", "H", "H", "H", "H", "H", "H", "H", "H", "H", "H", "H", "H", "H", "C", "O", "C", "C", "N", "C", "C", "O", "C", "H", "H", "H", "H", "H", "H", "H", "H", "H", "H", "H", "H", "H", "H", "H", "C", "O", "C", "C", "N", "C", "C", "O", "C", "H", "H", "H", "H", "H", "H", "H", "H", "H", "H", "H", "H", "H", "H", "H", "C", "C", "O", "H", "H", "H", "H", "H", "H", "C", "C", "O", "H", "H", "H", "H", "H", "H"], "coordinates": [[-9.788, -3.406, 10.552], [-11.119, -3.840, 10.759], [-11.481, -3.846, 12.117], [-12.727, -4.679, 12.343], [-12.655, -6.025, 11.637], [-13.985, -3.993, 12.072], [-9.662, -2.369, 10.887], [-9.624, -3.407, 9.475], [-9.070, -4.070, 11.038], [-10.669, -4.108, 12.814], [-11.671, -2.803, 12.452], [-12.690, -4.970, 13.405], [-11.701, -6.527, 11.812], [-12.849, -6.006, 10.567], [-13.413, -6.656, 12.107], [-13.845, -2.999, 11.941], [-14.400, -4.346, 11.217], [-14.352, -8.136, 2.674], [-15.114, -8.872, 3.616], [-15.018, -8.362, 4.909], [-15.678, -9.308, 5.887], [-15.341, -9.023, 7.298], [-15.852, -7.696, 7.740], [-14.901, -7.222, 8.852], [-14.996, -5.844, 9.157], [-14.288, -5.037, 8.251], [-14.465, -7.058, 2.853], [-14.825, -8.314, 1.710], [-13.301, -8.416, 2.736], [-15.488, -7.368, 4.984], [-13.975, -8.186, 5.228], [-15.350, -10.327, 5.676], [-16.767, -9.244, 5.742], [-15.899, -9.694, 7.816], [-16.886, -7.779, 8.081], [-15.757, -6.982, 6.926], [-13.898, -7.406, 8.450], [-15.108, -7.826, 9.735], [-13.212, -5.252, 8.277], [-14.507, -3.999, 8.492], [-14.597, -5.160, 7.200], [-14.980, -11.144, 13.981], [-15.662, -12.370, 14.083], [-16.321, -12.738, 12.898], [-16.172, -14.211, 12.656], [-14.803, -14.489, 12.255], [-14.279, -15.829, 12.407], [-12.832, -15.792, 12.021], [-12.130, -15.047, 12.988], [-10.811, -14.729, 12.599], [-14.370, -10.950, 14.857], [-15.647, -10.300, 13.746], [-14.312, -11.164, 13.103], [-15.948, -12.190, 12.022], [-17.387, -12.473, 12.965], [-16.852, -14.524, 11.855], [-16.418, -14.771, 13.570], [-14.167, -13.735, 12.457], [-14.849, -16.504, 11.769], [-14.315, -16.116, 13.473], [-12.786, -15.321, 11.025], [-12.383, -16.791, 11.933], [-10.443, -13.975, 13.294], [-10.795, -14.316, 11.586], [-10.159, -15.605, 12.703], [-7.469, -9.265, 19.138], [-8.068, -9.195, 17.863], [-8.431, -7.881, 17.528], [-8.919, -7.852, 16.093], [-10.305, -8.296, 15.993], [-10.848, -8.125, 14.654], [-12.349, -8.195, 14.619], [-12.985, -7.287, 15.504], [-14.321, -7.057, 15.179], [-6.497, -8.767, 19.154], [-7.420, -10.312, 19.430], [-8.131, -8.806, 19.888], [-7.561, -7.212, 17.606], [-9.216, -7.484, 18.189], [-8.257, -8.504, 15.517], [-8.835, -6.833, 15.678], [-10.848, -7.757, 16.659], [-10.474, -8.955, 14.044], [-10.462, -7.201, 14.183], [-12.665, -9.207, 14.909], [-12.663, -8.007, 13.587], [-14.977, -7.900, 15.436], [-14.465, -6.853, 14.105], [-14.684, -6.160, 15.680], [-9.563, -8.190, 8.009], [-10.515, -9.177, 7.725], [-11.151, -8.978, 6.487], [-12.187, -10.048, 6.283], [-11.570, -11.365, 6.245], [-12.548, -12.409, 5.948], [-12.203, -13.724, 6.629], [-11.709, -13.628, 7.941], [-12.657, -13.116, 8.868], [-9.318, -8.299, 9.066], [-9.909, -7.174, 7.784], [-8.633, -8.327, 7.437], [-10.385, -9.065, 5.692], [-11.541, -7.956, 6.370], [-12.711, -9.935, 5.332], [-12.930, -9.879, 7.082], [-11.117, -11.562, 7.130], [-12.627, -12.580, 4.872], [-13.549, -12.072, 6.271], [-11.391, -14.200, 6.070], [-13.052, -14.419, 6.592], [-12.144, -13.123, 9.827], [-13.584, -13.693, 8.890], [-12.865, -12.060, 8.651], [-12.448, -9.090, 10.393], [-11.355, -9.982, 10.949], [-11.907, -11.017, 11.738], [-13.058, -9.601, 9.645], [-11.974, -8.226, 9.927], [-13.057, -8.710, 11.211], [-10.758, -9.315, 11.604], [-10.655, -10.326, 10.182], [-11.181, -11.576, 12.040], [-7.173, -12.004, 12.848], [-8.137, -10.822, 13.022], [-9.445, -11.314, 13.349], [-7.421, -12.799, 13.548], [-6.138, -11.694, 12.982], [-7.285, -12.414, 11.841], [-8.259, -10.242, 12.110], [-7.739, -10.248, 13.862], [-9.657, -11.099, 14.262]], "mulliken_charge": [-0.858, -0.179, -1.167, 0.613, -0.608, -0.718, 0.319, 0.228, 0.323, 0.451, 0.490, -0.069, 0.372, 0.342, -0.199, 0.311, 0.265, -0.729, -0.411, -0.238, -0.995, 0.080, -0.727, 0.137, -0.435, -0.652, 0.328, 0.273, 0.237, 0.556, 0.123, 0.297, 0.421, 0.262, 0.201, 0.206, -0.012, 0.314, 0.228, 0.285, 0.312, -0.257, -0.412, -0.650, -0.676, 0.091, -0.805, -0.171, -0.338, -0.542, 0.270, 0.316, -0.026, 0.280, 0.421, 0.324, 0.304, 0.094, 0.360, 0.358, -0.011, 0.468, 0.096, 0.198, 0.367, -0.802, -0.240, -0.584, -0.207, -0.330, 0.127, 0.861, -0.439, -0.607, 0.304, 0.239, 0.318, 0.399, 0.353, -0.109, 0.400, 0.303, -0.573, 0.267, 0.279, -0.561, 0.279, 0.210, 0.260, -0.852, -0.078, -1.121, 0.270, -0.421, -0.384, -0.818, -0.433, 0.578, 0.172, 0.352, 0.292, 0.404, 0.404, 0.393, -0.065, 0.325, 0.432, 0.157, 0.321, 0.402, -0.594, 0.447, -0.213, -0.430, -0.439, -0.054, 0.231, -0.053, 0.249, -0.097, 0.513, -0.079, -1.334, 0.323, -0.375, 0.294, 0.410, 0.314, 0.175, -0.027, 0.226], "e_tot_ha": -2370.1965, "charge": 0, "largest_force_ev_per_a": 1.7, "de_lowest_ev": 0.000, "smiles": "COC[C@H](C)N.COCCNCCOC.COCCNCCOC.COCCNCCOC.COCCNCCOC.CCO.CCO", "e_homo_ev": -8.013}

---

# 2
{"formula": "C32H84N12O8P4", "method": "ωB97M-V with the def2-TZVPD basis set", "symbols": ["C", "N", "C", "P", "O", "N", "C", "C", "N", "C", "C", "H", "H", "H", "H", "H", "H", "H", "H", "H", "H", "H", "H", "H", "H", "H", "H", "H", "H", "C", "N", "C", "P", "O", "N", "C", "C", "N", "C", "C", "H", "H", "H", "H", "H", "H", "H", "H", "H", "H", "H", "H", "H", "H", "H", "H", "H", "H", "C", "N", "C", "P", "O", "N", "C", "C", "N", "C", "C", "H", "H", "H", "H", "H", "H", "H", "H", "H", "H", "H", "H", "H", "H", "H", "H", "H", "H", "C", "N", "C", "P", "O", "N", "C", "C", "N", "C", "C", "H", "H", "H", "H", "H", "H", "H", "H", "H", "H", "H", "H", "H", "H", "H", "H", "H", "H", "O", "C", "C", "C", "C", "O", "H", "H", "H", "H", "H", "H", "O", "C", "C", "C", "C", "O", "H", "H", "H", "H", "H", "H"], "coordinates": [[-2.510, 0.612, 9.066], [-1.652, 1.581, 8.387], [-0.667, 2.276, 9.216], [-1.442, 1.421, 6.763], [-2.702, 1.064, 6.101], [-0.726, 2.807, 6.266], [0.685, 3.129, 6.428], [-1.605, 3.920, 5.942], [-0.218, 0.310, 6.511], [-0.157, -0.940, 7.253], [0.319, 0.263, 5.159], [-2.755, -0.236, 8.429], [-3.448, 1.078, 9.375], [-1.984, 0.215, 9.938], [0.350, 1.942, 8.996], [-0.942, 2.131, 10.255], [-0.707, 3.341, 8.976], [0.840, 3.916, 7.167], [1.230, 2.234, 6.722], [1.109, 3.409, 5.457], [-2.526, 3.808, 6.538], [-1.218, 4.896, 6.220], [-1.992, 3.876, 4.922], [-0.425, -0.745, 8.285], [-0.830, -1.687, 6.813], [0.857, -1.327, 7.141], [1.376, 0.564, 5.163], [-0.169, 0.963, 4.482], [0.226, -0.727, 4.710], [0.695, 2.199, -1.853], [1.046, 0.855, -1.441], [1.052, -0.183, -2.473], [1.222, 0.353, 0.129], [2.107, -0.820, 0.090], [1.626, 1.714, 0.952], [0.906, 2.334, 2.045], [2.902, 2.366, 0.638], [-0.331, -0.065, 0.538], [-1.536, 0.640, 0.125], [-0.461, -0.882, 1.746], [0.407, 2.213, -2.902], [1.540, 2.881, -1.724], [-0.146, 2.606, -1.279], [0.288, 0.054, -3.223], [0.736, -1.145, -2.071], [2.021, -0.239, -2.972], [-0.083, 1.938, 2.266], [1.486, 2.348, 2.970], [0.660, 3.357, 1.727], [2.721, 3.173, -0.074], [3.406, 2.650, 1.560], [3.513, 1.631, 0.111], [-1.717, 1.532, 0.733], [-1.423, 0.868, -0.933], [-2.379, -0.045, 0.199], [-0.244, -0.353, 2.672], [0.197, -1.754, 1.681], [-1.434, -1.378, 1.803], [-7.821, -0.423, -3.961], [-6.551, -0.681, -4.649], [-6.601, -1.743, -5.617], [-5.079, -0.148, -4.150], [-4.009, -0.413, -5.125], [-5.345, 1.460, -3.804], [-4.426, 2.217, -2.979], [-6.274, 2.270, -4.565], [-4.701, -0.809, -2.672], [-5.600, -0.802, -1.528], [-3.305, -1.155, -2.440], [-8.043, -1.252, -3.288], [-8.590, -0.290, -4.721], [-7.739, 0.493, -3.379], [-5.754, -1.677, -6.303], [-7.539, -1.792, -6.166], [-6.430, -2.745, -5.177], [-4.012, 1.549, -2.229], [-3.725, 2.776, -3.603], [-5.006, 2.969, -2.427], [-5.748, 3.068, -5.100], [-6.885, 1.692, -5.247], [-6.966, 2.763, -3.865], [-5.736, 0.206, -1.114], [-6.553, -1.277, -1.744], [-5.147, -1.395, -0.733], [-2.631, -0.318, -2.647], [-2.994, -1.933, -3.142], [-3.159, -1.542, -1.435], [-1.636, -4.310, -3.577], [-0.204, -4.445, -3.750], [0.429, -3.273, -4.384], [0.621, -5.348, -2.614], [-0.248, -6.335, -1.960], [1.890, -5.982, -3.454], [2.788, -6.858, -2.680], [1.865, -6.203, -4.889], [1.304, -4.264, -1.545], [2.712, -3.885, -1.511], [0.434, -3.672, -0.531], [-1.955, -3.593, -2.811], [-2.044, -5.265, -3.228], [-2.141, -4.158, -4.533], [-0.280, -2.452, -4.479], [0.706, -3.540, -5.406], [1.299, -2.970, -3.803], [2.276, -7.814, -2.508], [3.705, -6.993, -3.242], [2.914, -6.464, -1.676], [1.065, -6.894, -5.175], [1.838, -5.266, -5.434], [2.782, -6.731, -5.162], [3.100, -3.697, -2.515], [2.824, -2.965, -0.938], [3.348, -4.648, -1.052], [1.052, -3.001, 0.052], [-0.066, -4.470, 0.027], [-0.399, -3.121, -0.990], [5.000, 6.902, 2.832], [5.151, 6.359, 1.778], [6.205, 5.332, 1.424], [5.940, 5.004, -0.059], [4.736, 5.858, -0.471], [4.361, 6.617, 0.717], [7.206, 5.685, 1.657], [6.081, 4.400, 1.971], [6.794, 5.041, -0.731], [5.619, 3.961, -0.070], [4.948, 6.624, -1.209], [3.882, 5.218, -0.666], [3.887, 1.538, -2.936], [4.794, 0.793, -2.693], [4.862, -0.264, -1.620], [6.225, -0.934, -1.809], [6.891, -0.144, -2.955], [5.953, 0.861, -3.381], [4.803, 0.166, -0.623], [4.040, -0.977, -1.643], [6.809, -0.911, -0.889], [6.240, -1.972, -2.137], [7.893, 0.247, -2.797], [6.979, -0.798, -3.828]], "mulliken_charge": [-1.168, 0.220, -0.966, 0.122, -0.932, 0.682, -1.205, -1.198, 0.467, -1.059, -1.250, 0.377, 0.274, 0.474, 0.291, 0.454, 0.228, 0.406, 0.426, 0.231, 0.364, 0.371, 0.274, 0.332, 0.315, 0.399, 0.258, 0.041, 0.660, -1.171, 1.271, -1.169, -0.078, -1.015, 0.829, -1.122, -0.841, 0.949, -0.778, -0.888, 0.512, -0.062, 0.389, 0.606, 0.023, 0.090, 0.223, 0.322, 0.352, 0.268, 0.500, -0.330, 0.123, 0.061, 0.432, -0.157, 0.299, 0.556, -1.196, 0.290, -1.045, 0.454, -0.931, 0.338, -1.003, -1.114, 0.174, -0.858, -1.010, 0.330, 0.378, 0.398, 0.319, 0.317, 0.316, 0.141, 0.310, 0.382, 0.343, 0.328, 0.355, 0.292, 0.251, 0.405, 0.241, 0.196, 0.475, -1.043, 0.338, -1.048, 0.132, -0.941, 0.342, -1.100, -0.844, 0.401, -0.576, -0.762, 0.241, 0.426, 0.428, 0.351, 0.268, 0.279, 0.319, 0.380, 0.356, 0.294, 0.202, 0.356, 0.365, -0.014, 0.192, 0.432, 0.416, -0.145, -0.577, 0.517, -0.457, -0.097, -0.157, -0.395, 0.287, 0.256, 0.400, -0.141, 0.318, 0.075, -0.543, 0.608, 1.121, -0.663, -0.459, -0.430, 0.010, -0.844, 0.372, 0.220, 0.294, 0.276], "e_tot_ha": -3894.2671, "charge": 0, "largest_force_ev_per_a": 2.6, "de_lowest_ev": 0.000, "smiles": "CN(C)P(=O)(N(C)C)N(C)C.CN(C)P(=O)(N(C)C)N(C)C.CN(C)P(=O)(N(C)C)N(C)C.CN(C)P(=O)(N(C)C)N(C)C.O=C1CCCO1.O=C1CCCO1", "e_homo_ev": -8.052}